Computed, not measured: a structure of composition C32H67AsClDyF7NO5S2SeSi4, with the ωB97M-V functional and the def2-TZVPD basis.

```
! wB97M-V def2-TZVPD RIJCOSX def2/J DEFGRID3
* xyz -2 6
Dy -18.751 6.291 7.855
F -22.641 9.982 7.514
C -22.206 8.936 8.219
F -22.909 8.610 9.283
F -20.880 9.235 8.502
S -22.095 7.369 7.155
O -21.083 6.458 7.776
O -23.404 6.849 7.029
N -21.661 7.734 5.664
S -20.274 7.657 4.869
O -20.432 7.096 3.560
O -19.111 7.106 5.692
C -19.746 9.493 4.900
F -18.902 9.636 3.894
F -20.695 10.412 4.786
F -19.096 9.704 6.076
F -16.792 6.878 8.051
O -18.854 8.069 9.753
H -19.233 8.836 9.249
H -18.026 8.330 10.210
Cl -19.229 3.983 8.671
C -13.847 3.380 3.374
C -14.465 3.131 4.734
C -14.028 1.738 5.230
C -15.996 3.313 4.581
Si -13.817 4.380 5.985
C -14.168 3.923 7.870
C -15.586 3.362 8.130
C -13.140 2.790 8.436
C -13.878 5.073 8.822
C -13.191 6.115 5.434
C -13.006 7.229 6.523
C -11.780 6.036 4.802
C -14.304 6.641 4.438
H -14.170 2.624 2.675
H -12.760 3.189 3.527
H -14.077 4.386 2.980
H -14.095 0.983 4.440
H -14.571 1.496 6.122
H -12.988 1.758 5.409
H -16.413 2.462 4.002
H -16.242 4.248 4.036
H -16.467 3.379 5.601
H -15.776 2.489 7.520
H -16.353 4.085 7.870
H -15.674 3.136 9.204
H -13.222 1.834 7.952
H -13.541 2.647 9.463
H -12.094 3.175 8.518
H -14.577 5.894 8.803
H -12.831 5.434 8.849
H -13.982 4.591 9.786
H -12.248 7.018 7.243
H -13.931 7.507 7.044
H -12.692 8.119 5.975
H -11.122 5.842 5.664
H -11.522 6.965 4.225
H -11.693 5.228 4.033
H -14.867 7.467 4.881
H -15.131 5.932 4.220
H -13.845 6.902 3.501
C -15.614 -5.487 10.208
C -16.359 -4.261 10.685
C -16.106 -3.638 11.932
C -16.793 -2.526 12.473
C -16.641 -2.148 13.890
C -17.693 -1.912 11.571
Se -18.350 -0.162 12.050
C -17.976 -2.517 10.315
C -19.005 -1.902 9.432
C -17.354 -3.694 9.882
H -14.685 -5.653 10.776
H -15.345 -5.433 9.154
H -16.213 -6.396 10.226
H -15.303 -4.053 12.561
H -16.162 -2.917 14.453
H -17.560 -1.888 14.429
H -15.967 -1.266 13.997
H -18.753 -2.175 8.408
H -19.054 -0.816 9.616
H -20.053 -2.211 9.591
H -17.621 -4.126 8.894
C -17.220 3.167 14.930
Si -18.152 4.597 15.669
C -17.099 6.171 15.644
C -18.380 4.198 17.500
As -19.814 4.721 13.950
Si -20.846 6.865 14.304
C -21.500 7.012 15.998
C -22.453 6.696 13.279
C -19.738 8.320 13.848
Si -21.239 2.795 14.240
C -22.792 2.932 15.214
C -20.466 1.225 14.976
C -21.522 2.684 12.448
H -17.650 2.319 14.380
H -16.457 2.791 15.628
H -16.617 3.674 14.148
H -16.086 5.972 15.984
H -17.567 6.947 16.302
H -17.028 6.525 14.622
H -17.522 3.627 17.802
H -19.254 3.576 17.646
H -18.376 5.095 18.096
H -20.740 7.424 16.655
H -21.734 6.056 16.502
H -22.338 7.702 15.890
H -23.141 5.889 13.536
H -22.251 6.509 12.228
H -23.031 7.585 13.378
H -20.321 9.046 13.326
H -18.924 8.109 13.092
H -19.251 8.797 14.665
H -22.530 2.993 16.279
H -23.465 2.084 15.141
H -23.390 3.839 15.028
H -20.053 1.439 15.988
H -19.563 0.952 14.371
H -21.141 0.353 15.115
H -20.632 2.290 11.937
H -21.912 3.617 11.966
H -22.317 1.956 12.350
*
```

Properties
- Energy relative to the best compared isomer or geometry (same formula, charge and spin): 464.8 kJ/mol
- Frontier orbital gap (alpha / beta): 4.74 / 4.69 eV
- Expectation value of S²: 9.377
- HOMO level (alpha / beta): -0.044 / -0.044 Eh

---

Computed, not measured: the molecule C5H11NO, with the ωB97M-V functional and the def2-TZVPD basis.

```
! wB97M-V def2-TZVPD RIJCOSX def2/J DEFGRID3
* xyz 0 1
C -1.020 -1.336 0.111
O -1.705 -1.486 -1.092
C 0.510 -1.550 0.009
C 1.185 -0.221 -0.502
C 0.918 0.960 0.556
C -0.651 2.583 0.216
N 0.527 2.216 -0.085
H -1.161 -0.268 0.170
H -1.498 -1.867 0.997
H -2.126 -2.283 -1.269
H 0.906 -1.882 0.934
H 0.809 -2.357 -0.820
H 2.250 -0.486 -0.915
H 0.575 0.056 -1.310
H 0.454 0.796 1.499
H 2.018 1.173 0.959
H -0.726 2.963 1.183
H -1.265 2.986 -0.642
*
```

Properties
- Energy relative to the best compared isomer or geometry (same formula, charge and spin): 482.5 kJ/mol
- Frontier orbital gap: 8.97 eV
- SMILES: C=NCCCCO
- HOMO level: -0.311 Eh

---

Computed, not measured: the molecule C25H27N3O4, with the ωB97M-V functional and the def2-TZVPD basis.

```
! wB97M-V def2-TZVPD RIJCOSX def2/J DEFGRID3
* xyz 0 1
C 3.834 2.787 1.826
H 3.699 3.669 2.445
H 3.810 1.904 2.460
H 4.793 2.831 1.320
C 2.714 2.706 0.794
C 2.974 1.545 -0.168
O 4.095 1.113 -0.374
N 1.881 1.075 -0.816
C 0.585 1.471 -0.442
C -0.540 1.183 -1.201
C -1.806 1.478 -0.719
C -1.958 2.093 0.518
C -0.842 2.443 1.252
C 0.428 2.147 0.775
O 1.505 2.507 1.523
H -0.928 2.941 2.204
H -2.943 2.316 0.897
C -3.000 1.228 -1.580
O -3.135 1.759 -2.668
N -3.973 0.444 -1.051
C -3.961 -0.380 0.076
C -2.886 -0.914 0.766
C -3.157 -1.734 1.852
C -4.456 -2.027 2.232
C -5.529 -1.524 1.507
C -5.273 -0.713 0.425
C -6.232 -0.072 -0.539
H -6.984 -0.771 -0.901
H -6.751 0.765 -0.062
C -5.301 0.409 -1.659
H -5.297 -0.290 -2.502
H -5.544 1.401 -2.043
H -6.544 -1.772 1.780
H -4.638 -2.666 3.083
H -2.331 -2.160 2.402
H -1.868 -0.735 0.462
H -0.463 0.695 -2.157
C 2.060 -0.035 -1.740
C 1.638 -1.332 -1.036
O 0.462 -1.565 -0.808
N 2.613 -2.165 -0.655
C 4.049 -2.033 -0.845
C 4.635 -3.135 0.036
H 5.603 -3.475 -0.324
C 3.561 -4.219 -0.018
C 2.274 -3.406 0.028
H 1.429 -3.882 -0.472
H 1.975 -3.185 1.059
H 3.632 -4.927 0.805
H 3.628 -4.768 -0.958
H 4.749 -2.773 1.058
H 4.402 -1.042 -0.553
H 4.304 -2.208 -1.898
H 3.107 -0.041 -2.039
H 1.430 0.114 -2.618
C 2.633 3.996 -0.036
H 3.567 4.148 -0.569
H 2.453 4.842 0.623
H 1.818 3.937 -0.757
*
```

Properties
- Energy relative to the best compared isomer or geometry (same formula, charge and spin): 0.0 kJ/mol
- Frontier orbital gap: 8.71 eV
- SMILES: CC1(C)Oc2ccc(C(=O)N3CCc4ccccc43)cc2N(CC(=O)N2CCCC2)C1=O
- HOMO level: -0.294 Eh

---

Computed, not measured: the molecule C2H3OPS2, with the ωB97M-V functional and the def2-TZVPD basis.

```
! wB97M-V def2-TZVPD RIJCOSX def2/J DEFGRID3
* xyz 0 1
C -1.913 -1.048 1.172
C -0.966 -0.420 0.712
O 0.099 0.206 -1.758
P 0.490 0.074 -0.186
S 2.184 -0.830 0.148
S 0.475 2.051 0.287
H -2.607 -1.626 1.682
H 0.537 -0.569 -2.039
H 1.700 2.162 -0.018
*
```

Properties
- Energy relative to the best compared isomer or geometry (same formula, charge and spin): 24.7 kJ/mol
- Frontier orbital gap: 9.83 eV
- SMILES: C#C[P@](O)(=S)S
- HOMO level: -0.344 Eh

---

Computed, not measured: a cluster of 2 separate species, C17H31N2O4 in total, with the ωB97M-V functional and the def2-TZVPD basis.

```
! wB97M-V def2-TZVPD RIJCOSX def2/J DEFGRID3
* xyz 1 1
C 3.762 1.432 1.916
C 2.624 2.436 1.356
C 1.231 1.598 1.239
C 0.586 1.343 2.684
C -0.896 0.746 2.667
N -0.935 -0.773 2.469
C -2.227 -1.326 2.673
C -2.356 -2.878 2.441
C -1.017 -3.514 2.018
C 0.274 -2.680 1.903
O 1.513 -3.276 1.514
C 1.702 -2.770 0.127
C 2.789 -3.607 -0.704
O 2.201 -3.996 -1.967
C 2.213 -2.910 -2.922
C 1.388 -3.448 -4.221
N 0.229 -1.294 2.147
H 3.985 0.568 1.183
H 4.753 2.004 2.066
H 3.460 0.941 2.907
H 2.492 3.333 2.059
H 2.875 2.751 0.285
H 0.518 2.033 0.463
H 1.557 0.558 0.846
H 0.509 2.382 3.188
H 1.280 0.738 3.381
H -1.318 0.897 3.733
H -1.612 1.247 1.937
H -3.137 -0.690 2.974
H -3.350 -3.412 2.547
H -0.952 -4.631 1.780
H 0.668 -2.901 -0.376
H 1.910 -1.635 0.126
H 3.015 -4.579 -0.124
H 3.736 -2.965 -0.825
H 1.666 -1.965 -2.583
H 3.270 -2.604 -3.223
H 0.815 -4.401 -3.909
H 0.609 -2.700 -4.585
H 2.141 -3.691 -5.039
O -0.283 3.763 -1.632
C -1.485 3.646 -1.693
O -2.147 2.949 -0.746
C -3.577 2.919 -0.618
C -4.178 1.850 -1.508
C -2.251 4.190 -2.866
H -4.008 3.906 -0.794
H -3.784 2.673 0.426
H -3.984 2.051 -2.564
H -5.260 1.792 -1.363
H -3.740 0.875 -1.285
H -2.230 3.460 -3.677
H -1.766 5.109 -3.198
H -3.280 4.455 -2.635
*
```

Properties
- Energy relative to the best compared isomer or geometry (same formula, charge and spin): 0.0 kJ/mol
- Frontier orbital gap: 7.68 eV
- HOMO level: -0.459 Eh

---

Computed, not measured: the ion C11H18N3S with charge +1, with the ωB97M-V functional and the def2-TZVPD basis.

```
! wB97M-V def2-TZVPD RIJCOSX def2/J DEFGRID3
* xyz 1 1
C 2.198 2.431 0.325
C 3.404 2.116 -0.209
C 1.799 0.236 0.013
C -3.705 1.272 -0.696
C -2.493 1.964 -1.086
C -0.144 -1.417 0.823
C -3.225 0.052 0.135
C -0.857 -0.205 1.276
C -1.417 1.441 -0.223
C 1.022 -0.955 -0.152
C 2.586 -3.183 0.092
N 1.318 1.371 0.481
N -1.791 0.371 0.372
N 1.910 -1.986 -0.706
S 3.372 0.441 -0.697
H 1.874 3.296 0.881
H 4.178 2.736 -0.656
H -4.099 1.896 0.111
H -4.457 0.947 -1.503
H -2.232 1.951 -2.184
H -2.565 3.126 -0.928
H 0.322 -1.945 1.652
H -0.831 -2.138 0.408
H -3.539 -0.149 1.215
H -3.184 -0.882 -0.389
H -1.397 -0.555 2.180
H -0.113 0.604 1.320
H -0.393 1.842 -0.285
H 3.130 -3.005 0.971
H 1.800 -3.874 0.422
H 3.300 -3.820 -0.386
H 1.487 -2.494 -1.568
H 2.746 -1.486 -1.008
*
```

Properties
- Energy relative to the best compared isomer or geometry (same formula, charge and spin): 347.0 kJ/mol
- Frontier orbital gap: 6.71 eV
- HOMO level: -0.358 Eh

---

Computed, not measured: a cluster of 3 separate species, CH10N3O2 in total, with the ωB97M-V functional and the def2-TZVPD basis.

```
! wB97M-V def2-TZVPD RIJCOSX def2/J DEFGRID3
* xyz 1 1
N -0.877 -0.026 1.371
C -0.039 1.043 1.188
N 1.008 0.984 0.364
N -0.271 2.170 1.931
H -0.637 -0.818 0.782
H -1.725 0.262 1.850
H 1.367 1.853 -0.050
H 1.275 0.053 0.022
H -0.567 2.017 2.910
H 0.485 2.877 1.887
H 0.306 -1.633 -1.453
H -0.708 -2.067 -0.515
O 0.183 -1.648 -0.526
H 0.797 -2.034 -3.622
H -0.673 -1.940 -4.081
O -0.021 -1.693 -3.289
*
```

Properties
- Energy relative to the best compared isomer or geometry (same formula, charge and spin): 113.1 kJ/mol
- Frontier orbital gap: 12.19 eV
- HOMO level: -0.555 Eh

---

Computed, not measured: the molecule C4H8O2, with the ωB97M-V functional and the def2-TZVPD basis.

```
! wB97M-V def2-TZVPD RIJCOSX def2/J DEFGRID3
* xyz 0 1
O -1.850 0.685 -0.713
C -1.146 -0.534 -0.665
C 0.202 0.124 2.305
C 0.357 -0.362 -0.906
C 1.050 0.590 0.082
O 0.198 0.859 1.234
H -1.693 1.136 0.127
H -1.327 -1.062 0.284
H -1.552 -1.166 -1.460
H 1.020 -0.639 2.150
H 0.832 -1.350 -0.872
H 0.495 0.032 -1.917
H 1.238 1.571 -0.359
H 1.991 0.178 0.460
*
```

Properties
- Energy relative to the best compared isomer or geometry (same formula, charge and spin): 406.7 kJ/mol
- Frontier orbital gap: 9.37 eV
- HOMO level: -0.326 Eh

---

Computed, not measured: a structure of composition C10H28ClN4O14Sr, with the ωB97M-V functional and the def2-TZVPD basis.

```
! wB97M-V def2-TZVPD RIJCOSX def2/J DEFGRID3
* xyz -1 1
Sr -6.306 -12.864 5.982
N -4.367 -15.086 7.445
O -3.738 -14.212 6.835
O -5.589 -14.715 7.858
O -3.949 -16.300 7.634
N -4.775 -10.120 7.741
O -3.725 -9.557 7.773
O -4.883 -11.227 7.087
O -5.742 -9.745 8.419
Cl -5.810 -12.498 2.199
O -5.748 -12.118 3.612
O -5.550 -11.353 1.375
O -4.778 -13.480 1.898
O -7.205 -12.962 1.987
C -6.018 -16.384 4.492
C -6.540 -16.932 5.810
O -7.677 -16.134 6.255
O -5.745 -15.011 4.674
H -6.843 -16.450 3.806
H -5.166 -16.984 4.164
H -5.775 -16.930 6.586
H -6.871 -17.984 5.729
H -7.453 -15.808 7.113
H -5.187 -14.671 3.977
C -6.853 -12.901 9.928
C -8.101 -12.106 9.459
C -8.276 -10.860 10.408
O -8.811 -11.314 11.709
C -10.010 -10.664 12.035
N -7.955 -11.779 8.073
H -6.816 -13.930 9.523
H -6.827 -12.938 11.043
H -5.940 -12.475 9.661
H -8.934 -12.780 9.630
H -9.017 -10.156 10.070
H -7.362 -10.276 10.473
H -10.759 -10.732 11.243
H -9.901 -9.590 12.311
H -10.410 -11.099 12.944
H -8.876 -11.514 7.718
H -7.290 -10.985 7.888
C -10.425 -11.245 5.499
C -9.431 -11.733 4.383
C -8.452 -10.691 4.027
O -7.526 -10.494 5.058
C -6.597 -9.467 4.803
N -8.650 -12.949 4.848
H -9.852 -10.660 6.216
H -11.040 -12.076 5.873
H -11.154 -10.566 5.049
H -9.963 -11.923 3.459
H -9.037 -9.836 3.816
H -8.049 -11.060 3.110
H -5.684 -9.855 4.316
H -6.229 -9.146 5.803
H -6.919 -8.553 4.296
H -8.432 -13.504 4.015
H -9.387 -13.509 5.258
*
```

Properties
- Frontier orbital gap: 8.79 eV
- HOMO level: -0.242 Eh

---

Computed, not measured: the molecule C5H4FNS, with the ωB97M-V functional and the def2-TZVPD basis.

```
! wB97M-V def2-TZVPD RIJCOSX def2/J DEFGRID3
* xyz 0 1
C -0.528 0.339 0.428
C -0.977 -0.777 1.255
C 0.674 -0.520 0.037
C -1.481 0.646 -0.636
C -2.211 0.790 -1.588
H -1.018 -0.469 2.312
H -1.936 -1.221 1.049
H 0.463 -2.507 0.922
H -2.755 1.104 -2.523
N 0.178 -1.500 0.813
F -0.059 1.446 1.079
S 1.979 -0.143 -0.883
*
```

Properties
- Energy relative to the best compared isomer or geometry (same formula, charge and spin): 316.4 kJ/mol
- Frontier orbital gap: 9.03 eV
- SMILES: C#C[C@@]1(F)CNC1=S
- HOMO level: -0.317 Eh

---

Computed, not measured: a structure of composition C33H25BrCuF5N4O2SSe, with the ωB97M-V functional and the def2-TZVPD basis.

```
! wB97M-V def2-TZVPD RIJCOSX def2/J DEFGRID3
* xyz -1 2
Cu 0.161 -0.821 -0.242
O -2.780 1.843 -3.525
C -2.919 0.559 -4.002
C -3.781 0.369 -5.074
C -3.961 -0.904 -5.595
C -3.270 -1.986 -5.057
C -2.418 -1.783 -3.977
C -2.248 -0.519 -3.435
C -1.382 -0.299 -2.207
O -0.669 -1.381 -1.802
N -2.350 0.110 -1.114
N -2.008 -0.167 0.134
C -2.643 0.448 1.064
C -2.603 0.082 2.476
Br -2.209 -1.742 2.880
C -2.951 0.856 3.504
C -3.348 2.278 3.463
C -2.976 3.171 2.453
C -3.421 4.488 2.463
C -4.241 4.944 3.486
C -4.590 4.078 4.517
C -4.143 2.766 4.506
H -1.981 1.940 -2.978
H -4.296 1.231 -5.485
H -4.639 -1.046 -6.429
H -3.400 -2.980 -5.470
H -1.865 -2.596 -3.521
H -0.733 0.575 -2.399
H -2.870 0.971 -1.250
H -3.339 1.245 0.795
H -3.003 0.383 4.478
H -2.310 2.861 1.656
H -3.113 5.153 1.663
H -4.601 5.967 3.485
H -5.213 4.428 5.333
H -4.417 2.095 5.315
C 2.005 -1.073 -1.368
C 3.080 -0.186 -0.916
C 4.023 -0.557 0.060
C 5.034 0.309 0.456
C 5.135 1.583 -0.097
C 4.199 1.978 -1.049
C 3.192 1.110 -1.449
H 2.177 -2.138 -1.221
H 1.635 -0.852 -2.362
H 3.948 -1.542 0.510
H 5.750 -0.011 1.209
H 5.929 2.253 0.205
H 4.253 2.972 -1.481
H 2.462 1.432 -2.189
F 3.538 6.090 -3.626
C 2.626 5.394 -2.942
C 1.963 4.343 -3.533
F 2.239 4.023 -4.799
C 1.020 3.632 -2.814
F 0.417 2.627 -3.460
C 0.692 3.929 -1.491
Se -0.622 2.967 -0.522
C 1.395 4.995 -0.936
F 1.174 5.366 0.332
C 2.340 5.719 -1.636
F 2.986 6.739 -1.060
S 1.165 -0.874 1.740
C 0.951 0.456 2.740
N 0.451 1.630 2.251
C 0.278 2.720 2.995
C 0.599 2.693 4.317
C 1.129 1.485 4.790
N 1.309 0.412 4.057
H 0.196 1.712 1.249
H -0.118 3.584 2.471
H 0.460 3.556 4.952
H 1.430 1.395 5.831
*
```

Properties
- Energy relative to the best compared isomer or geometry (same formula, charge and spin): 0.0 kJ/mol
- Frontier orbital gap (alpha / beta): 6.13 / 7.20 eV
- Expectation value of S²: 0.767
- HOMO level (alpha / beta): -0.148 / -0.187 Eh

---

Largest force on an atom: 4.290 7.148 0.798 3.628 5.409 4.730 3.740 0.488 3.780 3.390 1.330 (eV/Å)
Electronic energy: -10326.3825 -326.9476 -1434.1603 -1290.9509 -1076.3715 -992.0116 -358.6383 -307.5575 -2160.8181 -745.6154 -9155.4751 (a.u.)